1.
This record from the Open Molecules 2025 dataset describes C20H18ClF4N3O3 in the gas phase. The level of theory is ωB97M-V/def2-TZVPD.

```
! wB97M-V def2-TZVPD RIJCOSX def2/J DEFGRID3
* xyz 0 1
C 1.591 -2.096 2.327
O 1.921 -1.175 1.299
C 1.745 0.139 1.461
C 1.257 0.823 2.580
F 0.945 0.169 3.716
C 1.033 2.197 2.545
F 0.480 2.773 3.616
C 1.306 2.959 1.422
C 0.858 4.406 1.284
O 1.439 5.358 1.733
N -0.285 4.470 0.558
C -0.938 3.296 0.096
C -0.742 2.816 -1.191
C -1.155 1.544 -1.527
C -1.803 0.694 -0.615
N -2.121 -0.610 -0.919
C -2.021 -1.643 0.108
C -1.428 -2.938 -0.458
N -0.294 -2.661 -1.310
C 0.902 -3.247 -1.045
C 2.026 -2.914 -1.990
O 1.040 -3.998 -0.096
C -0.535 -1.748 -2.410
C -1.933 -1.133 -2.251
C -2.138 1.277 0.624
Cl -3.177 0.494 1.775
C -1.684 2.531 0.983
C 1.864 2.300 0.332
F 2.168 2.990 -0.775
C 2.065 0.935 0.346
F 2.531 0.321 -0.756
H 1.700 -3.075 1.860
H 0.562 -1.970 2.666
H 2.271 -2.001 3.175
H -0.654 5.386 0.345
H -0.210 3.415 -1.914
H -0.923 1.195 -2.519
H -3.007 -1.867 0.528
H -1.374 -1.282 0.911
H -1.070 -3.567 0.359
H -2.185 -3.502 -1.014
H 1.739 -3.100 -3.022
H 2.306 -1.869 -1.885
H 2.882 -3.532 -1.735
H 0.220 -0.955 -2.398
H -0.472 -2.271 -3.373
H -2.697 -1.897 -2.419
H -2.093 -0.352 -2.992
H -1.912 2.917 1.964
*
```

Output
* electronic energy: -2022.567940 Eh

Löwdin population analysis, charges in e, atoms 1 to 2: number 1, C, carries -0.0395; number 2, O, carries -0.0328


2.
This record from the Open Molecules 2025 dataset describes a molecular structure, C3H3IrO4 in a non-equilibrium geometry. The level of theory is ωB97M-V/def2-TZVPD.

```
! wB97M-V def2-TZVPD RIJCOSX def2/J DEFGRID3
* xyz 0 5
O -1.117 -1.916 0.811
C -0.827 -1.272 -0.209
O -0.632 -1.639 -1.381
O 0.309 0.883 0.167
C -0.833 0.259 -0.011
O -1.833 0.930 -0.247
Ir -1.942 2.665 -1.425
C 1.492 0.147 0.509
H 2.258 0.899 0.718
H 1.319 -0.471 1.399
H 1.805 -0.483 -0.333
*
```

Output
* electronic energy: -521.163882 Eh

Löwdin population analysis, charges in e, atoms 1 to 2: number 1, O, carries 0.0318; number 2, C, carries -0.6927


3.
This record from the Open Molecules 2025 dataset describes a molecular structure, C44H42BF2GdN3O4S2Sb in a non-equilibrium geometry. The level of theory is ωB97M-V/def2-TZVPD.

```
! wB97M-V def2-TZVPD RIJCOSX def2/J DEFGRID3
* xyz -1 7
Gd 1.367 -2.475 -0.145
C 0.108 3.062 4.731
C -1.037 2.357 4.003
C -1.833 1.533 5.025
C -1.954 3.415 3.369
C -0.524 1.447 2.895
C 0.791 1.459 2.455
C 1.172 0.583 1.458
N 0.345 -0.268 0.858
C -0.934 -0.267 1.245
C -1.386 0.560 2.256
C -1.847 -1.211 0.539
C -3.228 -1.078 0.643
C -4.077 -1.942 -0.029
C -3.469 -2.933 -0.796
C -2.093 -3.003 -0.852
N -1.281 -2.159 -0.211
C -5.597 -1.824 0.026
C -6.118 -1.490 -1.381
C -6.194 -3.161 0.487
C -6.055 -0.729 0.988
H -0.297 3.671 5.542
H 0.663 3.726 4.064
H 0.805 2.341 5.164
H -2.103 2.164 5.874
H -1.240 0.691 5.391
H -2.757 1.136 4.602
H -2.377 4.058 4.145
H -2.777 2.949 2.820
H -1.394 4.044 2.671
H 1.539 2.104 2.896
H 2.204 0.545 1.142
H -2.411 0.482 2.589
H -3.638 -0.280 1.243
H -4.052 -3.656 -1.353
H -1.619 -3.775 -1.438
H -5.829 -2.254 -2.105
H -5.722 -0.531 -1.724
H -7.208 -1.423 -1.370
H -5.938 -3.975 -0.193
H -7.284 -3.085 0.524
H -5.833 -3.424 1.483
H -5.687 0.255 0.686
H -5.725 -0.930 2.010
H -7.147 -0.686 0.992
O 6.009 -0.950 5.504
C 5.200 -1.892 5.384
O 4.922 -2.849 6.131
C 4.407 -1.873 4.062
C 4.995 -1.414 2.886
C 4.279 -1.443 1.706
N 3.006 -1.856 1.647
C 2.431 -2.271 2.791
C 3.090 -2.313 3.999
C 0.975 -2.660 2.636
O 0.138 -2.168 3.371
O 0.742 -3.476 1.639
H 6.006 -1.030 2.916
H 4.713 -1.128 0.764
H 2.601 -2.686 4.889
F 0.685 -4.896 -2.945
B 0.876 -3.993 -1.998
F 0.385 -2.710 -2.455
S 0.468 3.584 -4.051
C -0.331 1.282 -2.489
S 3.587 -1.917 -1.633
Sb 2.087 -0.176 -2.243
C 2.215 -0.420 -4.375
C 1.170 -0.030 -5.210
C 1.281 -0.158 -6.591
C 2.442 -0.674 -7.146
C 3.490 -1.065 -6.319
C 3.376 -0.942 -4.940
C 0.041 2.525 -2.909
C -0.176 2.380 -1.418
C -1.433 2.755 -0.773
C -2.584 2.116 -1.068
C -2.615 0.935 -1.907
C -1.528 0.485 -2.563
C 3.500 1.448 -2.168
C 3.860 2.169 -3.306
C 4.764 3.223 -3.217
C 5.309 3.577 -1.991
C 4.957 2.867 -0.850
C 4.057 1.813 -0.941
H 0.268 0.399 -4.788
H 0.462 0.150 -7.230
H 2.534 -0.769 -8.221
H 4.400 -1.467 -6.750
H 4.187 -1.260 -4.296
H 0.731 2.425 -0.819
H -1.414 3.515 0.001
H -3.507 2.422 -0.588
H -3.542 0.379 -1.978
H -1.539 -0.442 -3.126
H 3.433 1.914 -4.269
H 5.043 3.765 -4.113
H 6.005 4.405 -1.923
H 5.390 3.126 0.109
H 3.820 1.249 -0.046
*
```

Output
* electronic energy: -4194.057117 Eh

Löwdin population analysis, charges in e, atoms 1 to 2: number 1, Gd, carries 1.1909; number 2, C, carries -0.0594


4.
This record from the Open Molecules 2025 dataset describes C5H11N3O2 in the gas phase in a non-equilibrium geometry. The level of theory is ωB97M-V/def2-TZVPD.

```
! wB97M-V def2-TZVPD RIJCOSX def2/J DEFGRID3
* xyz 0 1
O 2.320 1.824 -1.278
C 1.431 0.988 -1.104
N 0.227 0.936 -1.770
C -0.669 -0.193 -1.670
N -0.694 -0.858 -0.381
C -1.232 -0.073 0.781
C -1.513 -1.018 2.001
O -1.807 -0.189 3.157
C 0.702 -1.162 -0.125
N 1.578 -0.047 -0.221
H 0.101 1.581 -2.542
H -0.291 -0.905 -2.380
H -1.646 0.138 -1.945
H -2.143 0.389 0.417
H -0.466 0.718 1.013
H -0.647 -1.726 2.189
H -2.394 -1.647 1.824
H -1.026 0.337 3.321
H 0.790 -1.475 0.918
H 1.067 -1.909 -0.821
H 2.455 -0.057 0.276
*
```

Output
* electronic energy: -511.864618 Eh

Löwdin population analysis, charges in e, atoms 1 to 2: number 1, O, carries 0.0241; number 2, C, carries -0.5617